[1]
24
Properties=species:S:1:pos:R:3 method="wB97M-V/def2-TZVPD" charge=+3 lumo_ha="-0.47854 / -0.54047" largest_force_ev_per_a=7.679 energy_ev=-15130.362 e_homo_ev="-20.68 / -23.15" multiplicity=6
H 0.4985 -2.8433 -4.0972
C -0.5536 -2.7838 -3.7979
H -1.2447 -3.5548 -4.1478
H -0.9343 -1.8024 -4.0939
H -0.2537 -3.6378 -2.5332
C -4.4146 -3.0686 2.4253
O -3.1669 -2.7403 1.8317
C -3.1199 -2.7651 0.3851
C -1.6828 -2.5468 -0.0459
O -1.4512 -1.1233 0.0434
C -0.4690 -0.6291 -0.8289
C 0.2997 -1.8263 -1.3596
O -0.7204 -2.6555 -2.0100
H -4.2633 -3.1845 3.5026
H -5.1170 -2.2455 2.2367
H -4.7731 -4.0201 2.0089
H -3.7828 -1.9748 0.0039
H -3.4562 -3.7676 0.0841
H -1.3402 -3.5425 -0.3692
H 0.2478 0.0380 -0.3343
H -0.9757 -0.0555 -1.6207
H 0.6694 -2.4199 -0.5145
H 1.0590 -1.5333 -2.0912
Ru -1.2649 -2.3591 2.2206

***

[2]
24
Properties=species:S:1:pos:R:3 method="wB97M-V/def2-TZVPD" charge=0 lumo_ha="0.03003 / 0.01135" largest_force_ev_per_a=2.269 energy_ev=-38277.326 e_homo_ev="-6.74 / -9.28" multiplicity=4
C 2.8632 1.0232 0.6672
O 2.2506 2.0389 -0.0549
C 2.5670 -0.3580 0.0838
O 1.1872 -0.3764 -0.2400
C 0.4020 -1.5449 -0.3634
O -1.1264 1.6544 -1.1429
C -2.3905 2.0939 -0.8008
V 0.5343 1.4325 -0.6394
H 2.5306 1.0207 1.7265
H 3.9654 1.1310 0.6897
H 2.7934 -1.1702 0.7916
H 3.0984 -0.4915 -0.8735
H 0.6996 -2.2248 0.4510
H 0.6537 -1.9621 -1.3516
H -2.5263 3.1782 -0.9778
H -3.1479 1.5641 -1.4109
H -2.6273 1.9024 0.2646
C -1.1870 -1.2760 -0.3358
H -1.5385 -0.5023 -1.0304
H -1.5707 -2.1542 -0.8760
C -1.7516 -1.2528 1.0757
H -2.3278 -0.3407 1.2873
H -2.4140 -2.1120 1.2450
H -0.9375 -1.2736 1.8152

***

[3]
25
Properties=species:S:1:pos:R:3 method="wB97M-V/def2-TZVPD" charge=-1 lumo_ha="0.13184 / 0.13331" largest_force_ev_per_a=4.004 energy_ev=-23927.791 e_homo_ev="-2.83 / -3.31" multiplicity=1
C 0.8793 1.3883 1.4027
C -0.5595 3.3811 0.4309
C 1.0292 -2.5400 0.1343
C -0.2212 -2.5630 -2.0590
C -0.5252 1.8897 0.8573
C 0.6621 -1.7256 -1.1326
O -2.2841 0.8848 -1.1796
O 0.2139 1.2757 -1.8886
O -1.6471 1.6169 1.6750
O 1.5813 -0.9158 -1.6673
P -0.8283 0.8407 -0.8063
H 0.7724 0.2750 1.8214
H 1.5901 1.1787 0.5925
H 1.0716 2.0152 2.2815
H -0.7456 3.9642 1.2892
H 0.5005 3.5733 0.0059
H -1.1483 3.6329 -0.4433
H 1.9470 -2.0448 0.5621
H 0.1530 -2.4255 0.7774
H 1.1916 -3.6176 -0.0042
H 0.3217 -3.4100 -2.5067
H -0.9929 -3.1049 -1.3806
H -0.6482 -1.8003 -2.8317
H -2.3637 1.4989 1.1129
H 1.2273 -0.0301 -1.7938

***

[4]
25
Properties=species:S:1:pos:R:3 method="wB97M-V/def2-TZVPD" charge=0 lumo_ha="-0.01253 / -0.02991" largest_force_ev_per_a=5.840 energy_ev=-35331.844 e_homo_ev="-6.42 / -7.82" multiplicity=2
C -1.4652 -1.0024 -2.0455
O -1.2170 0.2903 -1.5836
C -2.0550 0.6697 -0.4636
C -1.5450 1.9592 0.1498
O -0.5220 1.6553 1.1214
C 1.3195 1.2078 0.4376
C 1.7158 -0.0178 1.2205
O 0.6720 -0.9766 1.0756
C 1.0261 -2.3090 1.3934
Sc -1.3916 -0.2720 1.4919
H -0.7988 -1.1978 -2.8973
H -1.2375 -1.7574 -1.2696
H -2.5055 -1.1197 -2.4008
H -3.0838 0.8079 -0.8467
H -2.3650 2.5536 0.5900
H -1.0952 2.6206 -0.6202
H 2.0963 1.9766 0.5723
H 0.6945 1.6263 -0.3519
H 1.9427 0.1985 2.2774
H 2.6640 -0.4572 0.8746
H 0.1071 -2.9068 1.3568
H 1.7542 -2.6753 0.6549
H 1.4565 -2.3703 2.4048
O 2.3126 0.8946 -1.3288
H 1.5203 0.6018 -1.8131